[1]
ORCA calculation (ωB97M-V with the def2-TZVPD basis set) on a structure of composition C31H19MoN2O5PS2 in a non-equilibrium geometry.

Properties
F_max in eV/A: 2.380
DFT total energy in eV: -78488.3669
HOMO level (spin up / spin down) in eV: -7.967 / -7.980
Charge: 0
HOMO-LUMO gap (spin up / spin down) in eV: 6.610 / 6.512

Cartesian coordinates (Å):
Mo  0.032  -0.966  -0.436
S  -2.002  -0.206  -1.501
C  -2.419  -1.793  -2.109
C  -3.799  -2.053  -2.198
N  -4.932  -2.236  -2.200
C  -1.487  -2.724  -2.492
S  0.230  -2.503  -2.312
C  -1.890  -3.924  -3.109
N  -2.188  -4.910  -3.616
O  1.713  -1.892  0.886
C  1.922  -0.876  0.252
C  3.068  -0.039  -0.006
C  4.373  -0.227  0.447
C  5.367  0.612  -0.024
C  5.070  1.624  -0.927
C  3.768  1.834  -1.363
C  2.761  1.011  -0.894
P  0.991  1.021  -1.354
C  1.086  1.585  -3.074
C  1.027  0.612  -4.066
C  1.229  0.960  -5.390
C  1.496  2.277  -5.726
C  1.550  3.251  -4.738
C  1.343  2.913  -3.413
C  0.272  2.415  -0.455
C  0.677  2.666  0.854
C  0.030  3.637  1.594
C  -1.029  4.342  1.044
C  -1.439  4.084  -0.253
C  -0.797  3.119  -1.007
H  4.594  -1.021  1.147
H  6.387  0.475  0.302
H  5.868  2.251  -1.298
H  3.552  2.606  -2.086
H  0.818  -0.416  -3.788
H  1.187  0.199  -6.155
H  1.662  2.547  -6.759
H  1.762  4.278  -5.002
H  1.365  3.676  -2.644
H  1.499  2.097  1.273
H  0.349  3.852  2.603
H  -1.542  5.087  1.634
H  -2.262  4.644  -0.676
H  -1.125  2.907  -2.017
O  -0.790  -0.549  1.553
C  -1.246  -1.724  1.561
O  -1.184  -2.406  0.502
C  -1.804  -2.335  2.776
C  -1.860  -3.724  2.820
C  -2.309  -4.388  3.952
C  -2.723  -3.607  5.005
O  -3.201  -4.004  6.217
C  -3.492  -2.820  6.929
O  -3.159  -1.702  6.132
C  -2.686  -2.207  4.953
C  -2.207  -1.539  3.857
H  -1.530  -4.278  1.954
H  -2.320  -5.464  4.003
H  -2.910  -2.795  7.864
H  -4.566  -2.792  7.167
H  -2.150  -0.464  3.809

[2]
ORCA calculation (ωB97M-V with the def2-TZVPD basis set) on an isolated molecule of C2H6NO2P in a non-equilibrium geometry.

Properties
Structure (SMILES): C[C@H](P)[N+](=O)[O-]
F_max in eV/A: 5.041
DFT total energy in eV: -17040.3879
HOMO level in eV: -10.071
Charge: 0
Energy above the lowest of the compared OMol25 structures with the same formula, charge and spin in eV: 5.379
HOMO-LUMO gap in eV: 10.369

Cartesian coordinates (Å):
C  0.114  -0.905  0.305
C  -1.118  0.105  -0.631
P  -0.672  1.931  -0.345
N  -2.245  -0.419  0.096
O  -2.743  0.223  0.998
O  -2.642  -1.470  -0.365
H  0.881  -0.112  0.312
H  -0.334  -1.054  1.321
H  0.373  -1.810  -0.229
H  -1.180  -0.116  -1.658
H  -0.492  1.809  0.946
H  0.647  1.603  -0.584

[3]
ORCA calculation (ωB97M-V with the def2-TZVPD basis set) on a cluster of 3 separate species, C15H34BClIO16P2S3 in total in a non-equilibrium geometry.

Properties
F_max in eV/A: 5.636
DFT total energy in eV: -121248.9393
HOMO level in eV: -5.306
Charge: -1
HOMO-LUMO gap in eV: 7.149

Cartesian coordinates (Å):
C  0.471  -3.375  -5.066
C  1.041  -2.213  -5.967
O  2.340  -1.778  -5.583
C  2.401  -1.449  -4.190
C  3.373  -0.235  -3.915
C  2.685  0.773  -2.907
C  2.980  0.425  -1.399
C  1.934  0.979  -0.375
C  0.641  0.113  -0.130
I  0.409  -1.800  -1.123
O  0.471  -0.232  1.235
P  -1.205  -0.209  1.779
C  -1.069  1.417  2.743
B  -2.452  2.219  2.622
O  -2.563  3.389  1.852
O  -3.637  1.821  3.308
S  -0.769  -1.588  3.428
C  0.986  -2.161  3.386
O  -1.180  -1.125  4.760
O  -1.554  -2.822  3.148
O  -1.701  0.657  0.352
C  -0.584  1.131  -0.363
P  -0.844  1.806  -2.092
O  -0.266  3.390  -2.046
Cl  -2.940  1.974  -2.305
H  -0.358  -3.923  -5.564
H  1.266  -4.040  -4.669
H  0.009  -2.896  -4.168
H  0.356  -1.338  -5.791
H  0.976  -2.450  -7.052
H  1.387  -1.081  -3.903
H  2.704  -2.341  -3.599
H  4.354  -0.577  -3.504
H  3.598  0.243  -4.893
H  1.610  0.900  -3.148
H  3.177  1.759  -3.111
H  3.947  0.936  -1.158
H  3.188  -0.662  -1.303
H  1.663  2.037  -0.601
H  2.457  1.018  0.612
H  -2.580  -0.250  2.258
H  -1.589  -1.414  1.088
H  -0.294  2.126  2.343
H  -0.858  1.310  3.832
H  -3.513  3.514  1.717
H  -4.266  1.434  2.680
H  1.078  -2.690  2.409
H  1.684  -1.308  3.479
H  1.177  -2.905  4.194
H  -0.291  2.048  0.221
H  -0.976  4.007  -1.791
C  -0.714  -5.799  2.100
C  -0.896  -7.105  2.842
O  -0.879  -8.112  1.821
S  0.100  -7.637  0.628
O  1.367  -8.251  0.813
O  -0.617  -7.724  -0.593
O  0.219  -6.093  1.056
H  -1.646  -5.469  1.639
H  -0.333  -5.007  2.742
H  -1.827  -7.139  3.403
H  -0.058  -7.298  3.517
C  -0.953  7.941  2.609
C  -0.201  7.668  1.321
O  -0.857  6.538  0.746
S  -2.426  6.581  1.125
O  -3.134  7.156  0.034
O  -2.779  5.329  1.698
O  -2.324  7.690  2.301
H  -0.649  7.250  3.399
H  -0.822  8.965  2.954
H  0.852  7.454  1.491
H  -0.294  8.505  0.624

[4]
ORCA calculation (ωB97M-V with the def2-TZVPD basis set) on a structure of composition C24H20CaF6N3O8PS3 in a non-equilibrium geometry.

Properties
F_max in eV/A: 1.182
DFT total energy in eV: -122605.3311
HOMO level in eV: -2.111
Charge: -2
Energy above the lowest of the compared OMol25 structures with the same formula, charge and spin in eV: 1.263
HOMO-LUMO gap in eV: 6.103

Cartesian coordinates (Å):
Ca  -0.103  -1.745  -1.121
F  -2.986  -4.108  1.358
C  -1.966  -4.017  2.200
F  -2.391  -3.395  3.310
F  -1.581  -5.245  2.538
S  -0.572  -3.057  1.501
O  -1.147  -1.770  1.163
O  0.452  -3.102  2.505
N  -0.274  -3.931  0.188
S  1.284  -4.204  -0.128
O  1.989  -2.938  -0.197
O  1.845  -5.307  0.597
C  1.268  -4.819  -1.888
F  1.205  -3.805  -2.729
F  0.295  -5.685  -2.107
F  2.437  -5.444  -2.077
C  -1.431  4.172  -1.123
C  -1.895  3.000  -0.550
C  -0.995  2.020  -0.145
C  0.372  2.194  -0.329
C  0.826  3.367  -0.933
C  -0.064  4.357  -1.314
P  1.487  0.803  0.120
C  2.752  1.647  1.156
C  2.554  2.871  1.790
C  3.521  3.402  2.638
C  4.702  2.716  2.871
C  4.908  1.487  2.253
C  3.942  0.959  1.413
C  2.375  0.505  -1.460
C  3.498  1.236  -1.861
C  4.063  0.995  -3.103
C  3.476  0.042  -3.933
C  2.354  -0.658  -3.508
C  1.749  -0.488  -2.246
H  -2.134  4.926  -1.459
H  -2.959  2.809  -0.474
H  -1.371  1.083  0.247
H  1.886  3.493  -1.124
H  0.302  5.258  -1.793
H  1.639  3.423  1.613
H  3.345  4.360  3.115
H  5.458  3.131  3.528
H  5.823  0.933  2.429
H  4.109  -0.001  0.937
H  3.941  1.987  -1.212
H  4.943  1.544  -3.423
H  3.902  -0.153  -4.914
H  1.932  -1.385  -4.202
O  -3.190  -2.818  -3.634
C  -2.281  -2.295  -3.007
O  -1.256  -2.891  -2.496
C  -2.290  -0.719  -2.752
O  -2.961  0.002  -3.476
O  -1.546  -0.349  -1.766
C  -5.075  1.573  3.403
N  -4.341  1.006  2.292
C  -4.830  -0.013  1.511
N  -5.694  -0.861  2.182
S  -4.402  -0.209  -0.057
H  -4.483  2.386  3.820
H  -5.225  0.846  4.202
H  -6.057  1.961  3.109
H  -3.791  1.651  1.744
H  -5.475  -1.030  3.153
H  -5.868  -1.702  1.654

[5]
ORCA calculation (ωB97M-V with the def2-TZVPD basis set) on an isolated molecule of C3H4ClNO2 in a non-equilibrium geometry.

Properties
Structure (SMILES): O=C/C(CCl)=N/O
F_max in eV/A: 1.671
DFT total energy in eV: -21281.1531
HOMO level in eV: -10.360
Charge: 0
Energy above the lowest of the compared OMol25 structures with the same formula, charge and spin in eV: 2.370
HOMO-LUMO gap in eV: 10.178

Cartesian coordinates (Å):
O  2.441  -0.763  0.314
C  1.381  -1.028  -0.230
C  0.148  -0.197  -0.149
C  0.100  0.968  0.851
Cl  -0.560  2.490  0.219
N  -0.768  -0.724  -0.888
O  -1.958  -0.034  -0.760
H  1.254  -1.851  -0.946
H  1.122  1.107  1.170
H  -0.531  0.617  1.672
H  -2.630  -0.585  -1.252

[6]
ORCA calculation (ωB97M-V with the def2-TZVPD basis set) on the ion C8H16N2O2 with charge +2 in a non-equilibrium geometry.

Properties
F_max in eV/A: 5.649
DFT total energy in eV: -15607.9755
HOMO level (spin up / spin down) in eV: -17.879 / -17.879
Charge: +2
Energy above the lowest of the compared OMol25 structures with the same formula, charge and spin in eV: 3.862
HOMO-LUMO gap (spin up / spin down) in eV: 9.346 / 9.347

Cartesian coordinates (Å):
C  -1.935  -0.841  -0.020
C  0.181  0.118  -0.049
C  -2.806  0.122  0.236
C  -2.557  1.586  0.308
C  -1.363  2.002  -0.499
C  3.281  -0.551  -1.092
C  3.429  0.118  1.339
C  2.557  0.113  0.090
N  -2.386  -2.226  -0.243
N  1.220  -0.604  -0.004
O  -4.149  -0.260  0.189
O  -0.040  1.291  -0.328
H  -3.308  2.210  -0.151
H  -2.585  1.871  1.449
H  -1.754  1.696  -1.570
H  -0.970  2.925  -0.278
H  4.225  -0.092  -1.177
H  3.242  -1.548  -1.059
H  2.937  -0.371  -2.112
H  3.405  -0.806  1.984
H  3.319  1.035  2.000
H  4.398  0.027  1.042
H  2.474  1.197  -0.267
H  -4.459  0.199  0.966
H  -3.362  -2.165  -0.243
H  -2.196  -2.857  0.654
H  -1.898  -2.604  -1.003
H  1.103  -1.585  -0.165

Question: Among the records above, which one has the lowest F_max?
Answer: C24H20CaF6N3O8PS3

Question: The lowest F_max belongs to which entry?
Answer: C24H20CaF6N3O8PS3

Question: Among the records above, which one has the lowest F_max?
Answer: C24H20CaF6N3O8PS3

Question: Which value of F_max does entry 3 give?
Answer: 5.636 eV/A